Record 1
44
Properties=species:S:1:pos:R:3 method="wB97M-V/def2-TZVPD" mol_weight_da=287.39 homo_lumo_gap_ha=0.3369 lumo_energy_ev=-2.10 total_energy_ev=-24960.509 relative_energy_kj_mol=647.6 total_charge=+1
O 0.0434 0.5781 0.6904
H 0.4344 0.7351 -0.3026
H -0.6726 0.0701 0.7814
H 0.2304 1.1191 1.3884
N 1.2674 -4.4929 -1.7036
C 0.5954 -3.9769 -2.7736
C 0.7264 -2.5729 -2.6056
C 1.6994 -2.4289 -1.4656
C 2.0274 -3.6489 -0.9426
H 1.2984 -5.5199 -1.7926
H 0.0474 -4.6889 -3.4756
H 0.3874 -1.8419 -3.3146
H 2.1104 -1.6329 -0.8646
H 2.5034 -4.0229 -0.1866
N -1.7376 -1.8759 1.0844
C -2.4326 -0.9029 1.7994
C -2.9656 -0.0359 0.8814
C -2.6346 -0.6779 -0.5416
C -1.9126 -1.7339 -0.2766
H -1.2426 -2.6899 1.6304
H -2.2356 -1.1789 2.8124
H -3.4696 0.7981 0.9874
H -3.0236 -0.2099 -1.5746
H -1.6186 -2.4169 -1.0706
N 1.5714 2.2021 -1.5766
C 0.5224 2.9601 -1.0586
C -0.5916 2.4191 -1.5866
C -0.1336 1.1771 -2.2886
C 1.2214 1.1131 -2.3286
H 2.5774 2.4371 -1.5316
H 0.8304 3.7951 -0.4296
H -1.4786 2.6001 -1.2926
H -0.6546 0.3901 -2.9356
H 1.8794 0.4051 -2.7126
N -0.0626 3.0831 2.2724
C -0.6906 2.1701 3.0284
C 0.3484 1.4991 3.6384
C 1.6254 2.0861 3.2334
C 1.2814 3.0161 2.2404
H -0.5216 3.7041 1.5694
H -1.7736 1.8731 3.1454
H 0.1694 0.6621 4.2534
H 2.6234 1.7721 3.4254
H 1.8314 3.8851 1.7704

---

Record 2
2
Properties=species:S:1:pos:R:3 method="wB97M-V/def2-TZVPD" mol_weight_da=2.02 homo_lumo_gap_ha=0.2586 lumo_energy_ev=-2.93 total_energy_ev=-25.751 relative_energy_kj_mol=563.3
H 0.0000 0.0000 1.1515
H 0.0000 0.0000 -1.1515